{"formula": "C3HF3N4", "method": "wB97M-V/def2-TZVPD", "charge": 0, "homo_energy_ev": -9.47, "gap_ev": 9.0, "symbols": ["C", "C", "C", "N", "N", "N", "N", "F", "F", "F", "H"], "coordinates": [[2.46923, 0.01944, -0.10651], [1.13512, 0.36441, -0.05343], [-2.45062, 0.30521, 0.00828], [2.71966, -1.16171, 0.79144], [2.53457, -1.46984, -0.35505], [-1.16224, 0.60508, 0.56799], [-0.01706, 0.39530, 0.13447], [-2.38996, -0.89647, -0.52629], [-3.33445, 0.36176, 1.02199], [-2.86649, 1.13139, -0.91894], [3.36224, 0.34542, -0.56394]], "atomic_forces_ev_per_a": [[0.306, -2.201, -0.063], [-1.975, 1.851, -0.363], [2.582, -0.097, 1.181], [0.524, -0.735, -0.462], [0.135, -0.888, 1.045], [-0.799, 1.273, 1.535], [-0.063, -0.161, -0.783], [-0.883, -1.496, -0.525], [0.327, -0.329, -0.553], [-0.328, 0.938, -0.826], [0.174, 1.844, -0.186]]}


{"formula": "C3HF3O", "method": "wB97M-V/def2-TZVPD", "smiles": "FC#CF.O=CF", "charge": 0, "de_lowest_kj_mol": 367.1, "homo_energy_ev": -10.24, "gap_ev": 10.7, "symbols": ["F", "C", "C", "F", "O", "C", "F", "H"], "coordinates": [[2.15606, 0.26896, 0.87496], [2.06376, -0.71981, 0.01558], [1.53442, -1.71854, -0.48803], [1.42213, -2.58944, -1.41833], [-1.56101, -0.03709, 0.38242], [-1.84043, 1.06613, 0.23697], [-0.97110, 2.11674, 0.37444], [-2.80382, 1.61305, 0.02199]], "atomic_forces_ev_per_a": [[0.071, -1.014, -0.882], [-1.610, -1.208, 0.158], [1.790, 2.734, 0.809], [-0.265, -0.505, -0.084], [0.597, -2.156, 0.166], [-1.388, 3.857, -0.201], [0.337, -0.598, 0.010], [0.468, -1.109, 0.025]]}


{"formula": "C3HF3S", "method": "wB97M-V/def2-TZVPD", "smiles": "FC(F)(F)C1=CS1", "charge": 0, "de_lowest_kj_mol": 196.4, "homo_energy_ev": -7.97, "gap_ev": 8.6, "symbols": ["F", "C", "F", "F", "C", "C", "S", "H"], "coordinates": [[-2.04636, -0.04219, -0.44398], [-1.07167, 0.57035, 0.29119], [-1.46893, 0.50833, 1.55013], [-0.92175, 1.80978, -0.09579], [0.40762, -0.29783, 0.03062], [1.48505, -0.57969, -0.69724], [1.42074, -1.48327, 0.85256], [2.19530, -0.48549, -1.48751]], "atomic_forces_ev_per_a": [[0.941, 0.706, 0.357], [2.025, -3.106, -1.213], [0.545, 0.143, -0.048], [-0.098, 0.353, -0.069], [-0.829, 1.729, -1.653], [-2.932, 1.268, 1.485], [0.454, -1.293, 1.486], [-0.106, 0.201, -0.345]]}


{"formula": "C3HF5O3S", "method": "wB97M-V/def2-TZVPD", "charge": 0, "de_lowest_kj_mol": 165.2, "homo_energy_ev": [-7.93, -7.52], "gap_ev": [7.7, 6.7], "symbols": ["C", "C", "C", "O", "O", "O", "F", "F", "F", "F", "F", "S", "H"], "coordinates": [[-1.21014, 0.67380, 2.21854], [0.62097, -0.43420, -2.35767], [0.01977, -1.60382, -1.46903], [1.28714, 3.35673, 2.06849], [0.04805, 0.51334, -2.70193], [0.00524, 0.95125, 2.08408], [-2.06091, 1.56503, 2.66720], [1.85816, -0.67531, -2.74240], [0.86657, -2.03373, -0.52554], [-1.15158, -1.25733, -0.91406], [-0.23122, -2.63412, -2.27087], [1.42280, 1.88679, 1.88964], [-1.47483, -0.30841, 2.05354]], "atomic_forces_ev_per_a": [[2.373, 2.303, 0.438], [-0.058, -1.038, 0.829], [0.089, -0.029, -0.295], [-0.240, -1.079, 0.028], [-1.076, 1.112, -0.175], [-1.836, -0.818, 0.002], [-0.031, -0.181, -0.241], [0.472, -0.631, 0.210], [-0.269, 0.547, -0.132], [0.794, 0.288, -0.031], [0.058, -0.214, -0.361], [0.967, 1.592, -0.088], [-1.242, -1.852, -0.183]]}


{"formula": "C3HF6O2S", "method": "wB97M-V/def2-TZVPD", "charge": -1, "de_lowest_kj_mol": 325.4, "homo_energy_ev": [-4.10, -4.93], "gap_ev": [6.7, 7.7], "symbols": ["C", "C", "C", "O", "O", "F", "F", "F", "F", "F", "F", "S", "H"], "coordinates": [[-1.52710, -0.45071, -0.09328], [-0.40311, -1.44722, -0.42050], [2.16646, -1.13629, 0.40786], [3.40107, 1.32422, 1.13972], [2.79651, 1.10938, -1.26578], [-2.83999, -0.55733, -0.54293], [-1.57872, -0.30079, 1.21680], [-0.30753, -1.56982, -1.85788], [-0.71109, -2.71390, 0.08957], [2.31695, -1.39980, 1.72429], [2.70168, -2.25810, -0.17562], [3.36863, 0.47056, -0.03444], [-1.20217, 0.41097, -0.66127]], "atomic_forces_ev_per_a": [[1.206, 0.589, -2.038], [-0.288, -1.717, -1.109], [-0.228, -1.178, 0.295], [-0.464, 0.017, 0.417], [0.537, -1.079, 1.875], [0.248, -1.220, 0.196], [-0.203, 0.308, 1.175], [-0.271, 0.101, 2.467], [0.340, 1.076, -0.751], [-0.539, 0.261, -0.553], [-0.700, 1.086, 0.057], [0.089, 0.906, -2.553], [0.274, 0.851, 0.523]]}


{"formula": "C3HFN2O2S", "method": "wB97M-V/def2-TZVPD", "smiles": "N#CC(C#N)S(=O)(=O)F", "charge": 0, "de_lowest_kj_mol": 59.6, "homo_energy_ev": -11.70, "gap_ev": 8.9, "symbols": ["N", "C", "C", "C", "N", "S", "O", "O", "F", "H"], "coordinates": [[0.40625, -2.46382, 0.84610], [0.00501, -1.64191, 0.14373], [-0.38026, -0.59888, -0.66111], [0.52721, -0.05379, -1.54311], [1.33732, 0.27023, -2.32319], [-0.04402, 0.87804, 0.98216], [1.24352, 1.47912, 1.22942], [-0.79903, 0.41983, 2.07354], [-0.93992, 2.05628, 0.22494], [-1.35608, -0.34511, -0.97248]], "atomic_forces_ev_per_a": [[-0.327, 0.423, -0.399], [0.673, -3.246, 1.295], [0.093, 3.785, 2.166], [4.034, 0.646, -3.987], [-1.874, -0.420, 1.745], [-0.102, 2.381, -1.174], [-1.143, -1.111, -1.223], [-0.872, -0.644, 0.553], [1.016, -1.441, 0.732], [-1.499, -0.372, 0.290]]}


{"formula": "C3HFO", "method": "wB97M-V/def2-TZVPD", "smiles": "O=C=C=CF", "charge": 0, "de_lowest_kj_mol": 0.0, "homo_energy_ev": -9.74, "gap_ev": 9.1, "symbols": ["O", "C", "C", "C", "F", "H"], "coordinates": [[2.61560, 0.53381, -0.02594], [1.47589, 0.30229, 0.01558], [0.32280, -0.26923, 0.09699], [-1.00876, -0.17098, 0.01053], [-1.96004, -1.13239, -0.01377], [-1.44549, 0.73650, -0.08339]], "atomic_forces_ev_per_a": [[-0.487, 0.498, -0.074], [0.623, -0.763, 0.222], [-2.207, -0.945, -0.173], [2.296, -1.744, 0.054], [1.450, 0.206, 0.220], [-1.675, 2.748, -0.248]]}


{"formula": "C3HFOS2", "method": "wB97M-V/def2-TZVPD", "smiles": "O=c1scc(F)s1", "charge": 0, "de_lowest_kj_mol": 135.8, "homo_energy_ev": [-8.00, -8.29], "gap_ev": [7.3, 8.0], "symbols": ["O", "C", "S", "C", "C", "F", "S", "H"], "coordinates": [[-2.17209, 1.73517, 0.02381], [-1.18607, 1.04063, -0.00686], [0.42934, 1.58469, -0.03349], [1.21667, 0.06367, 0.22639], [0.17420, -1.32102, -0.24292], [0.71300, -2.42853, 0.02968], [-1.41461, -0.86613, -0.01905], [2.23956, 0.19151, 0.02244]], "atomic_forces_ev_per_a": [[1.040, -0.928, -0.167], [-2.254, -0.202, 0.234], [0.550, -0.653, 0.155], [-4.335, -3.206, -1.776], [4.652, 7.595, 1.531], [0.306, -2.813, 0.301], [-1.370, 0.884, -0.035], [1.411, -0.677, -0.243]]}